Density functional theory data (the ωB97M-V functional and the def2-TZVPD basis) for a single C21H17Cl2NO3 molecule.

```
! RIJCOSX wB97M-V def2-TZVPD def2/J DEFGRID3
* xyz 0 1
C 2.08611 -2.64416 -3.57705
O 2.19210 -2.64488 -2.17257
C 2.14251 -1.45929 -1.51322
C 2.29774 -1.52896 -0.12474
C 2.23839 -0.39038 0.64566
C 2.01541 0.85032 0.04742
C 2.01926 2.11293 0.82705
O 2.62223 3.09886 0.45584
N 1.36681 2.14337 2.03582
C 0.39007 1.33643 2.59456
C -0.39024 0.45969 1.84229
C -1.37475 -0.32385 2.42827
O -2.14535 -1.21458 1.76484
C -1.79951 -1.56524 0.44087
C -2.03928 -0.48954 -0.59102
C -1.38931 -0.56942 -1.81616
C -1.59335 0.40116 -2.77904
C -2.44701 1.46190 -2.52521
C -3.10395 1.54049 -1.30978
C -2.90579 0.56612 -0.34701
C -1.61150 -0.18964 3.80386
Cl -2.84549 -1.13784 4.53953
C -0.87186 0.69643 4.56220
C 0.12559 1.44565 3.96409
Cl 1.04622 2.54679 4.93611
C 1.89719 0.92130 -1.33489
C 1.94959 -0.21893 -2.11428
H 1.11967 -2.25004 -3.90797
H 2.17040 -3.68692 -3.87831
H 2.89248 -2.06743 -4.03986
H 2.47256 -2.49548 0.32113
H 2.37408 -0.45863 1.71461
H 1.59458 2.96433 2.59058
H -0.23421 0.41182 0.77892
H -0.75086 -1.89258 0.39856
H -2.43874 -2.42813 0.22079
H -0.72303 -1.39830 -2.00614
H -1.08470 0.33339 -3.72931
H -2.60099 2.22343 -3.27479
H -3.77500 2.36214 -1.10916
H -3.42044 0.62511 0.60055
H -1.06764 0.79483 5.61749
H 1.75518 1.88607 -1.79716
H 1.84482 -0.12832 -3.18334
*
```

E   -2011.3171 Eh
Structure (SMILES)   COc1ccc(C(=O)Nc2cc(OCc3ccccc3)c(Cl)cc2Cl)cc1



Density functional theory data (the ωB97M-V functional and the def2-TZVPD basis) for a molecular structure, C21H17ClKO3 in a non-equilibrium geometry.

```
! RIJCOSX wB97M-V def2-TZVPD def2/J DEFGRID3
* xyz -1 1
K 2.12735 1.34207 0.28321
O 0.56899 -0.36482 1.10041
C -0.73879 0.26285 1.04755
C -0.57023 1.80275 0.81356
O -1.45080 2.30250 0.09994
O 0.37965 2.37412 1.40709
C -1.47919 0.06991 2.37191
C -0.88265 -0.55693 3.45449
C -1.58974 -0.73603 4.64228
C -2.88983 -0.27687 4.75790
C -3.47932 0.37556 3.67891
C -2.78085 0.55033 2.49561
C -1.45367 -0.43304 -0.11487
C -0.97630 -0.18115 -1.40818
C -1.47392 -0.86071 -2.49927
C -2.47792 -1.81669 -2.33209
C -2.95012 -2.07718 -1.06193
C -2.43487 -1.39373 0.04394
H 0.45333 -1.31994 1.16650
H 0.14414 -0.88701 3.38194
H -1.10290 -1.22987 5.47470
H -3.44409 -0.41551 5.67799
H -4.49028 0.75716 3.75704
H -3.23432 1.07134 1.66051
H -0.20683 0.56202 -1.57511
H -1.07348 -0.63814 -3.48097
H -2.87542 -2.34497 -3.19011
H -3.72516 -2.81960 -0.91355
H -2.83077 -1.62990 1.02361
Cl 3.85941 -2.12838 -1.49197
C 3.38285 -0.53926 -2.12102
C 2.45061 -0.52490 -3.13337
C 2.02790 0.66157 -3.72896
C 2.60648 1.83809 -3.24405
C 3.52857 1.82831 -2.21829
C 4.02668 0.62860 -1.58694
C 4.87086 0.65307 -0.48574
H 2.04886 -1.48514 -3.43690
H 1.28522 0.66474 -4.51400
H 2.32169 2.80266 -3.65129
H 3.93608 2.77295 -1.86875
H 5.32093 1.59977 -0.20752
H 5.27184 -0.26058 -0.07418
*
```

E   -2096.3712 Eh



Density functional theory data (the ωB97M-V functional and the def2-TZVPD basis) for a molecular structure, C21H17F2HfN3O3 in a non-equilibrium geometry.

```
! RIJCOSX wB97M-V def2-TZVPD def2/J DEFGRID3
* xyz 0 1
Hf -0.16143 0.21990 0.45686
N -0.93982 -1.90155 -0.41853
C -1.94211 -2.54335 0.48203
C -1.48470 -2.21350 1.91368
O -1.70471 -2.94404 2.86187
N -0.82107 -1.07725 2.04184
C -0.44005 -0.56999 3.35205
C 0.13388 0.82763 3.30164
O 0.45867 1.46777 4.27998
O 0.30077 1.32824 2.03087
H -1.33652 -1.73101 -1.35291
H -0.16635 -2.55522 -0.57451
H -1.86344 -3.60650 0.32894
H -2.96378 -2.21025 0.14580
H 0.24156 -1.27420 3.81872
H -1.36088 -0.54161 3.94749
F 0.71528 3.81079 -3.58603
C 1.17963 2.73022 -2.85545
C 0.48469 2.32132 -1.73537
C 0.99116 1.21672 -1.03885
C 2.23627 0.64797 -1.36659
C 2.85556 1.11687 -2.49669
F 3.92551 0.45201 -2.95804
C 2.33624 2.12994 -3.30343
C 2.78234 -0.43799 -0.48969
C 4.13541 -0.81415 -0.53078
C 4.56103 -1.85794 0.28521
C 3.68943 -2.35742 1.25766
C 2.40614 -1.88885 1.32635
N 1.90207 -0.95370 0.45471
H -0.45613 2.81783 -1.41277
H 2.82520 2.46133 -4.21061
H 4.86440 -0.26810 -1.13686
H 5.59839 -2.24385 0.29447
H 4.09013 -2.99477 2.03825
H 1.74658 -2.18353 2.11482
C -4.71169 1.45894 -0.82250
C -3.87174 0.88518 -1.76252
C -2.47887 0.78618 -1.54143
C -1.91214 1.17962 -0.32033
C -2.72896 1.92342 0.51181
C -4.12925 1.99048 0.32720
H -5.76121 1.61390 -0.98101
H -4.27470 0.46893 -2.70391
H -1.85677 0.49113 -2.41298
H -2.32843 2.41691 1.37512
H -4.76557 2.40556 1.06441
*
```

E   -1448.2609 Eh



Density functional theory data (the ωB97M-V functional and the def2-TZVPD basis) for a molecular structure, C21H17IN5O7P2W.

```
! RIJCOSX wB97M-V def2-TZVPD def2/J DEFGRID3
* xyz 1 3
W 0.05753 -0.54330 0.90083
C 3.19734 -3.20640 -0.79739
C 2.41160 -2.47068 0.09879
N 1.46382 -1.64530 -0.31206
C 1.24892 -1.47226 -1.65388
C 1.93709 -2.23598 -2.60701
C 2.94279 -3.10858 -2.13668
C 1.57272 -2.12066 -3.96968
C 0.54591 -1.29230 -4.30929
C -0.10975 -0.48506 -3.35141
C 0.26987 -0.50714 -2.03020
N -0.22925 0.26631 -0.96911
C -1.09282 1.35229 -1.11943
C -1.29475 2.13233 -2.23437
C -2.19463 3.22191 -2.20463
C -2.87491 3.55500 -1.07296
C -2.63910 2.82084 0.11431
C -3.24328 3.13188 1.35218
C -2.91614 2.41756 2.46820
C -1.96996 1.38740 2.36705
N -1.40975 1.05009 1.21930
C -1.74252 1.74330 0.08383
H 3.96412 -3.86100 -0.41066
H 2.53979 -2.57275 1.16638
H 3.50408 -3.69914 -2.85004
H 2.09084 -2.71144 -4.71258
H 0.22083 -1.22993 -5.33897
H -0.92758 0.13293 -3.68287
H -0.75696 1.94276 -3.14924
H -2.33786 3.79603 -3.11001
H -3.57284 4.38105 -1.05819
H -3.95420 3.94723 1.40373
H -3.35198 2.63557 3.43198
H -1.65815 0.83467 3.23930
O 0.47305 -2.58327 2.23505
P -0.25289 -1.76772 3.45868
O -0.01545 -2.17370 4.82380
O 0.20194 -0.36457 2.95006
O -1.79708 -1.89195 2.97217
P -2.16790 -2.66591 1.57478
O -3.72740 -2.55156 1.48453
O -1.66080 -4.04320 1.62930
O -1.53445 -1.75687 0.48579
H -0.02609 -3.42009 1.99999
H -4.05798 -1.73381 1.09528
I 4.79311 3.12378 2.94826
C 3.35936 2.24521 1.76910
C 3.10847 2.48488 0.43413
N 2.09521 1.68466 0.07435
N 1.65514 0.95181 1.11185
C 2.41220 1.29225 2.15456
H 3.57828 3.15354 -0.26700
H 1.63024 1.58959 -0.81626
H 2.24225 0.83972 3.11633
*
```

E   -2658.6007 Eh



Density functional theory data (the ωB97M-V functional and the def2-TZVPD basis) for a molecular structure, C21H17IrN5S in a non-equilibrium geometry.

```
! RIJCOSX wB97M-V def2-TZVPD def2/J DEFGRID3
* xyz 4 6
Ir 0.13201 0.14635 0.03244
N 0.63747 -3.67598 -2.27333
C -0.35289 -4.62231 -2.21421
C -0.14360 -5.91360 -2.79244
C -1.15933 -6.86166 -2.78799
C -2.39544 -6.55065 -2.24245
C -2.61289 -5.27915 -1.62900
C -1.57924 -4.33317 -1.59421
S -1.79720 -2.83482 -0.73700
N -0.42468 -1.97228 -1.03791
C 0.57477 -2.40776 -1.77466
C 1.68295 -1.48614 -2.05038
C 2.60306 -1.70552 -3.06942
C 3.63571 -0.79325 -3.26791
C 3.72650 0.30846 -2.43788
C 2.75161 0.48270 -1.45175
N 1.75203 -0.37836 -1.26839
H 1.48967 -3.95960 -2.74811
H 0.81533 -6.16138 -3.24039
H -0.98594 -7.84043 -3.22020
H -3.20470 -7.27317 -2.27788
H -3.58586 -5.05371 -1.19871
H 2.52195 -2.55195 -3.74069
H 4.35724 -0.94856 -4.06080
H 4.52314 1.03339 -2.54645
H 2.79315 1.34278 -0.79520
N -0.32478 0.56604 2.23413
C -1.01654 1.83789 2.37176
C -1.27155 2.41817 3.59148
C -1.98374 3.62411 3.66463
C -2.41523 4.25475 2.52491
C -2.13849 3.69871 1.25485
C -2.49993 4.31553 0.04121
C -2.17005 3.72123 -1.15889
C -1.46756 2.52047 -1.14716
N -1.11167 1.91354 -0.01589
C -1.43300 2.47184 1.18793
H 0.46486 0.52694 2.87720
H -0.93982 -0.19479 2.51980
H -0.93478 1.94595 4.50770
H -2.20303 4.05273 4.63277
H -2.96338 5.18552 2.59119
H -3.02733 5.26179 0.05109
H -2.43925 4.17163 -2.10327
H -1.18475 2.04654 -2.07872
*
```

E   -1585.0807 Eh



Density functional theory data (the ωB97M-V functional and the def2-TZVPD basis) for 13 unconnected molecules or ions with the total composition C21H18B3Cl48NO6 in a non-equilibrium geometry.

```
! RIJCOSX wB97M-V def2-TZVPD def2/J DEFGRID3
* xyz 0 1
C 3.89148 -2.61219 1.28248
C 2.70344 -1.75349 0.87801
O 3.03467 -0.54211 0.15205
C 4.34786 -0.18662 0.19726
O 4.86710 0.30880 1.16605
C 5.11466 -0.40621 -1.07692
C 4.76663 0.63606 -2.13535
C 5.06507 2.09139 -1.70989
B 6.35597 2.26555 -0.83150
O 7.50206 1.54608 -1.17473
B 8.63122 2.00957 -0.52670
O 8.55560 2.34852 0.80503
B 7.36115 2.92901 1.18711
N 7.08719 3.30232 2.54074
C 8.02635 2.73967 3.53284
C 5.71991 3.14642 2.92923
C 4.73289 4.18891 2.45782
O 5.35924 2.24771 3.64525
O 6.36494 3.15258 0.22595
H 4.50029 -2.15697 2.06206
H 4.52695 -2.90754 0.44777
H 3.48035 -3.52248 1.72573
H 2.14182 -1.49950 1.77739
H 2.08411 -2.34956 0.21509
H 6.17650 -0.50357 -0.87122
H 4.78403 -1.37715 -1.46571
H 5.24035 0.38384 -3.08396
H 3.69124 0.56736 -2.32265
H 5.27066 2.65257 -2.63234
H 4.19998 2.58313 -1.26485
H 9.65691 2.10278 -1.11849
H 8.82734 3.46230 3.69181
H 8.44184 1.77603 3.24775
H 7.53647 2.60943 4.49411
H 4.13795 3.75182 1.65743
H 5.27762 5.04331 2.05809
H 4.11841 4.47746 3.30536
C 8.36154 6.79727 -0.84262
Cl 8.14510 5.14399 -0.24704
Cl 10.07272 7.11071 -1.15247
Cl 7.44318 6.99343 -2.33440
Cl 7.76485 7.93154 0.37360
C -0.75871 -2.56873 -1.50708
Cl 0.41459 -1.24999 -1.49916
Cl -0.08219 -3.97118 -0.66454
Cl -2.23318 -2.05279 -0.68896
Cl -1.13239 -3.01469 -3.17481
C -6.49241 -2.77774 -0.60435
Cl -5.71388 -4.36221 -0.54166
Cl -5.74086 -1.69397 0.57261
Cl -6.31035 -2.09768 -2.22387
Cl -8.20520 -2.95372 -0.21423
C 3.76898 -1.45217 -5.47892
Cl 5.42717 -2.02738 -5.30431
Cl 3.78085 0.30896 -5.62898
Cl 3.03034 -2.15268 -6.92186
Cl 2.83350 -1.92536 -4.05524
C -4.87519 -4.17866 3.63569
Cl -6.55163 -4.12770 3.08239
Cl -4.64486 -5.58119 4.68638
Cl -3.80667 -4.29807 2.23548
Cl -4.51514 -2.70303 4.53557
C -12.47782 -3.03608 -0.21950
Cl -14.21340 -2.98689 -0.55184
Cl -12.11095 -4.45459 0.77377
Cl -11.59334 -3.14315 -1.74195
Cl -11.98253 -1.57623 0.64910
C 3.98343 9.32770 -3.16114
Cl 4.79908 9.02337 -1.62792
Cl 2.23940 9.14776 -2.95219
Cl 4.34590 10.96654 -3.70906
Cl 4.55331 8.16542 -4.36778
C 8.96616 -2.29537 -3.49211
Cl 8.24762 -0.85250 -2.76808
Cl 10.62343 -2.48196 -2.91459
Cl 8.01921 -3.71815 -3.04303
Cl 8.96997 -2.12245 -5.25171
C -10.05230 -4.05330 5.47693
Cl -10.78908 -5.57998 5.97172
Cl -10.72015 -2.73495 6.44406
Cl -8.30643 -4.13532 5.70814
Cl -10.39935 -3.76034 3.76537
C -12.50337 -6.56524 -4.03394
Cl -11.23388 -5.71140 -4.92133
Cl -12.26654 -8.30768 -4.19998
Cl -12.42616 -6.11096 -2.33219
Cl -14.08083 -6.11884 -4.69112
C -4.24502 0.96291 6.79976
Cl -2.69919 0.10832 6.81811
Cl -5.55959 -0.21188 6.69190
Cl -4.41645 1.90722 8.28143
Cl -4.30486 2.04051 5.40205
C -14.38410 1.34058 -1.66355
Cl -13.78452 2.58047 -2.76979
Cl -16.07813 0.99514 -2.02916
Cl -13.43175 -0.13159 -1.84627
Cl -14.24819 1.92069 0.00065
*
```

E   -23481.1321 Eh



Density functional theory data (the ωB97M-V functional and the def2-TZVPD basis) for a single C21H18Cl2F3N3O molecule in a non-equilibrium geometry.

```
! RIJCOSX wB97M-V def2-TZVPD def2/J DEFGRID3
* xyz 0 1
O 0.82133 -2.07648 -1.80196
C -0.22288 -1.45807 -1.77208
C -1.43131 -2.00680 -2.16916
C -1.50151 -3.25708 -2.87638
C -2.66436 -3.85778 -3.08798
C -2.72089 -5.10787 -3.90912
F -3.43224 -6.02374 -3.21951
F -3.37429 -4.98369 -5.03184
F -1.49950 -5.51232 -4.35101
C -3.87463 -3.21605 -2.62491
C -3.82618 -1.95525 -2.06053
Cl -5.43474 -1.27753 -1.77886
C -2.61920 -1.36694 -1.70785
N -2.49147 -0.10654 -1.09569
C -1.34991 0.45882 -0.88561
N -0.11535 -0.26914 -1.14991
N 1.11288 0.18222 -0.49863
C 1.57072 1.44421 -0.60015
C 1.31755 2.23588 -1.73766
C 1.90647 3.47877 -1.96770
Cl 1.72101 4.43451 -3.44642
C 2.62801 4.03041 -0.92558
C 2.77918 3.27323 0.28357
C 2.29530 1.93125 0.42933
C 2.56847 1.19527 1.68881
C 1.30114 0.68928 2.45580
C 1.48911 -0.16876 3.69656
C 0.71653 0.58293 4.81818
C 0.44725 1.97442 4.17674
C 0.31864 1.74632 2.73112
H -0.58649 -3.72173 -3.09175
H -4.90758 -3.59804 -2.85411
H -1.48352 1.46945 -0.51215
H 1.32602 -0.24086 0.32680
H 0.79248 1.87787 -2.59763
H 2.91069 5.02898 -1.11554
H 3.40783 3.85941 0.94233
H 3.13213 1.85224 2.31962
H 3.15127 0.28384 1.52220
H 0.83428 0.06930 1.74373
H 2.57414 -0.24163 3.90569
H 1.01974 -1.24727 3.59583
H 1.32613 0.63507 5.67155
H -0.28766 0.11686 4.97898
H 1.27389 2.61677 4.43619
H -0.54942 2.37846 4.47459
H -0.61081 1.21059 2.54037
H 0.24175 2.63719 2.13170
*
```

E   -2270.4427 Eh
Structure (SMILES)   O=c1c2cc(C(F)(F)F)cc(Cl)c2ncn1Nc1cc(Cl)ccc1CC1CCCC1



Density functional theory data (the ωB97M-V functional and the def2-TZVPD basis) for a molecular structure, C21H18Cl2N2O4 in a non-equilibrium geometry.

```
! RIJCOSX wB97M-V def2-TZVPD def2/J DEFGRID3
* xyz 0 1
O 1.44317 -0.17814 -0.08023
C 0.88414 -0.29515 0.88138
N 0.46881 0.74861 1.60808
C 0.66080 2.24307 1.25750
C 1.44989 2.78334 0.01211
C 1.40005 4.14293 -0.11571
C 0.77960 5.14957 0.74882
C 0.40221 4.58182 1.94830
C 0.22226 3.25246 2.24533
Cl -0.70491 2.73241 3.57351
Cl -0.36869 5.67761 3.20640
H 1.16645 6.06263 0.71663
H 2.07471 4.45503 -1.13875
H 1.66254 1.88336 -0.44678
H 0.02464 0.80429 2.46802
C 0.37159 -1.37836 1.66614
C 0.35659 -1.46909 2.88395
C -0.03497 -2.65865 3.63486
C -0.20167 -3.98530 2.88835
C -0.28738 -3.78146 1.56226
C 0.31477 -2.56642 0.88139
N 0.19564 -2.48565 -0.36277
C -0.12013 -3.47943 -1.36623
O -0.78809 -4.44432 -1.13475
C 0.41912 -3.09658 -2.78872
H 0.42627 -3.98012 -3.48397
C -1.17369 -2.35016 -3.59941
C -1.55173 -1.29976 -2.65102
C -0.55602 -0.10469 -2.66728
C 0.74219 -0.53635 -2.92089
C 1.32323 -2.02296 -3.06025
H 1.72948 -1.96995 -4.18401
H 2.12479 -2.21876 -2.50808
H 1.61863 0.30500 -2.93145
H -0.71760 0.90486 -2.53286
H -1.97270 -1.54741 -1.60622
H -2.24546 -0.74638 -3.31886
C -1.38385 -2.24953 -4.92080
O -1.63789 -1.34221 -5.49259
O -0.55859 -3.22064 -5.41414
H -0.66609 -3.08508 -6.65115
H -2.15806 -3.16910 -3.12797
H 0.74438 -1.55029 -0.81225
H -0.42827 -4.51438 0.82723
H -0.48047 -4.71804 3.46167
H 0.00029 -2.85467 4.57465
H 0.63396 -0.68930 3.50492
*
```

E   -2141.3997 Eh



Density functional theory data (the ωB97M-V functional and the def2-TZVPD basis) for a single C21H18ClN3O5 molecule in a non-equilibrium geometry.

```
! RIJCOSX wB97M-V def2-TZVPD def2/J DEFGRID3
* xyz 0 1
C 2.69759 -1.66927 6.17096
O 3.18469 -2.41337 4.91331
C 2.92860 -2.02884 3.74222
C 3.70044 -2.72998 2.65501
C 3.24190 -2.71928 1.45320
C 2.15855 -1.68965 1.17450
C 1.93374 -1.17233 -0.23207
C 1.05167 -0.31661 -0.48016
C 0.65204 0.22437 -1.85373
C 0.62850 1.71259 -2.26038
C -0.66956 1.79750 -2.69422
C -1.23476 3.15882 -3.07148
C -0.32306 4.36264 -3.27508
C -1.28847 5.31763 -3.66806
C -2.76324 4.59014 -3.71149
O -2.41860 3.32156 -3.47342
N -1.62321 0.77808 -2.50261
N -0.85102 -0.13907 -1.94743
C -1.51661 -1.47441 -1.93063
O -0.80152 -2.35869 -1.41044
C -2.85415 -1.54104 -2.00631
C -3.70418 -0.81195 -0.60247
C -3.35309 -1.51110 0.53789
O -4.01777 -2.22578 1.25025
O -2.04167 -1.34269 0.74971
C 0.52225 0.34680 0.61096
Cl -0.65129 1.56790 0.52920
N 0.84502 0.29953 2.09098
C 1.74894 -0.74295 2.24366
C 2.19917 -1.02743 3.38277
H 3.15577 -2.10281 6.91713
H 3.01877 -0.53458 6.08627
H 1.70602 -1.68701 6.12637
H 4.13501 -3.59708 3.03790
H 3.75443 -3.17679 0.57215
H 2.33812 -1.72682 -0.87851
H 1.23484 -0.52599 -2.47541
H 1.20439 1.65205 -2.93676
H 1.14101 2.17742 -1.44388
H 0.53107 4.31877 -2.99146
H -1.16450 6.27543 -3.92265
H -3.68852 5.18074 -3.77569
H -3.18797 -0.91829 -2.76363
H -3.24734 -2.43547 -1.99531
H -4.56232 -0.69717 -0.93458
H -3.41790 0.16509 -0.80595
H -1.83102 -1.55999 1.65214
H 1.49922 -0.37063 4.14721
*
```

E   -1811.1408 Eh
Structure (SMILES)   COc1ccc2cc([C@@H]3CC(c4ccco4)=NN3C(=O)CCC(=O)O)c(Cl)nc2c1